(1)
ORCA calculation (ωB97M-V/def2-TZVPD) on a structure of composition C8H24N2O3Rb.

Structure (XYZ):
```
38
C8H24N2O3Rb ωB97M-V/def2-TZVPD
Rb -1.13079 2.18467 -2.31418
C 5.32441 -0.87950 -1.32219
C 3.91600 -1.11469 -1.80770
C 3.85695 -0.98311 -3.40509
O 2.51234 -0.81432 -3.91855
C 2.33700 -0.94224 -5.35648
N 3.27348 -2.34857 -1.33607
H 5.40062 -0.98084 -0.23959
H 5.71942 0.10951 -1.55440
H 6.08051 -1.62297 -1.57454
H 3.20716 -0.39770 -1.39349
H 4.27947 -1.89540 -3.82618
H 4.46764 -0.14134 -3.73157
H 3.01049 -0.25769 -5.87214
H 1.33964 -0.62343 -5.65935
H 2.44649 -1.97301 -5.69357
H 2.44506 -2.56880 -1.87022
H 3.88834 -3.10910 -1.58834
C -2.72701 -1.38990 2.58134
C -3.66332 -0.28097 2.94782
C -2.90884 0.80106 3.82571
O -2.28510 0.12249 5.02634
C -1.46369 0.96797 5.76445
N -3.99968 0.63035 1.85068
H -1.67656 -1.10288 2.53372
H -3.05861 -1.83202 1.64184
H -2.84634 -2.12498 3.37727
H -4.54883 -0.55140 3.52301
H -3.49341 1.67015 4.12750
H -2.06494 1.14557 3.22801
H -2.01391 1.63725 6.42584
H -0.66359 1.58531 5.35602
H -0.92765 0.33470 6.47136
H -4.75179 1.21045 2.19407
H -4.52552 0.21445 1.09529
O -4.65340 5.25508 -2.92324
H -4.71923 5.39463 -3.86792
H -5.38297 4.67130 -2.71548
```

Highest occupied orbital energy (eV): -11.5
Net charge: +1
Kohn-Sham gap (eV): 7.387
Calculated total energy (eV): -18455.665
Max |F| (eV/Å): 3.59

---

(2)
ORCA calculation (ωB97M-V/def2-TZVPD) on a structure of composition C8H24N2P2S3SbSc.

Structure (XYZ):
```
41
C8H24N2P2S3SbSc ωB97M-V/def2-TZVPD
Sc -0.17772 1.21261 0.04877
C -1.35808 -0.00534 -3.62855
P -0.03268 -0.11743 -2.38211
C 1.45658 0.22713 -3.38736
C 0.10967 -1.93393 -2.13565
C 1.04767 -2.23704 -0.96739
P 0.48684 -1.38044 0.55604
C 1.58406 -2.13014 1.81444
C -1.09274 -2.26981 0.91198
H -1.13432 -0.64814 -4.47970
H -1.45847 1.02151 -3.98160
H -2.30997 -0.30903 -3.19198
H 1.52682 -0.46061 -4.23186
H 2.35015 0.14739 -2.77163
H 1.41876 1.24980 -3.75644
H 0.45936 -2.40700 -3.05460
H -0.89234 -2.32382 -1.93748
H 2.06525 -1.90314 -1.18752
H 1.09755 -3.30646 -0.75966
H 1.43561 -3.20982 1.85090
H 1.38845 -1.71422 2.80372
H 2.62708 -1.92775 1.56407
H -1.00886 -3.32463 0.64310
H -1.92360 -1.82758 0.36330
H -1.31982 -2.22888 1.98081
S 1.45366 2.84671 -1.12688
Sb -0.42857 4.05500 -1.70588
S -2.23274 2.23564 -1.19441
S -1.75948 3.61256 0.33946
N 1.03448 1.95124 1.94915
C 0.44649 1.65291 3.27387
C -1.06188 1.73475 3.17978
N -1.51991 0.90120 2.03992
H 2.02389 1.72936 1.93569
H 0.99337 2.94371 1.73923
H 0.80606 2.32502 4.04864
H 0.75055 0.64416 3.55629
H -1.35969 2.76155 2.99186
H -1.52015 1.42513 4.11512
H -2.50455 1.05957 1.84996
H -1.46676 -0.07175 2.32461
```

Highest occupied orbital energy (alpha / beta) (eV): -8.0 / -11.0
Expectation value of S²: 0.76
Net charge: +1
Kohn-Sham gap (alpha / beta) (eV): 4.875 / 7.865
Calculated total energy (eV): -89986.338
Max |F| (eV/Å): 2.30
Multiplicity: 2

---

(3)
ORCA calculation (ωB97M-V/def2-TZVPD) on a structure of composition C8H24N8O16.

Structure (XYZ):
```
56
C8H24N8O16 ωB97M-V/def2-TZVPD
C 13.59549 -24.34325 1.38923
N 14.92600 -24.66937 0.77767
O 15.70403 -25.49020 1.30285
O 15.12683 -24.07120 -0.34044
H 13.22640 -23.36559 1.07927
H 13.90846 -24.48148 2.42415
H 12.78421 -25.02612 1.13704
C 12.00743 -19.10524 0.10262
N 13.35640 -18.55029 0.29315
O 13.96915 -18.97358 1.27620
O 13.87333 -17.78110 -0.53469
H 11.67395 -19.08619 -0.93494
H 11.27463 -18.51229 0.64989
H 11.99970 -20.12060 0.49894
C 12.18842 -21.03799 2.81284
N 13.20213 -21.85633 2.08485
O 13.25552 -21.70307 0.88845
O 13.88021 -22.64436 2.71276
H 12.58903 -20.86878 3.81233
H 11.28524 -21.64805 2.82687
H 11.91906 -20.07788 2.37269
C 14.95497 -19.92479 2.56953
N 15.58343 -20.77028 3.58791
O 15.03503 -20.95868 4.66963
O 16.69926 -21.13991 3.23212
H 14.02281 -19.69578 3.08600
H 14.95188 -20.47150 1.62655
H 15.58707 -19.04951 2.41975
C 8.73323 -19.17198 2.79319
N 9.32589 -19.37420 1.45974
O 10.52277 -19.78284 1.51626
O 8.67321 -19.12476 0.42561
H 8.43702 -18.12844 2.89989
H 9.46528 -19.44675 3.55260
H 7.84630 -19.79140 2.65980
C 11.96832 -17.83298 5.04393
N 11.56944 -19.01076 4.28067
O 11.72149 -20.12669 4.74100
O 11.12239 -18.79953 3.16309
H 12.97018 -17.56560 4.70793
H 12.00079 -18.04471 6.11267
H 11.30434 -16.99749 4.82216
C 10.81089 -21.19022 -0.20978
N 9.41301 -21.65907 -0.08753
O 8.78951 -21.79998 -1.11006
O 9.04999 -21.94020 1.02985
H 11.29034 -21.93231 -0.84815
H 11.27786 -21.09374 0.77040
H 10.78823 -20.25081 -0.76214
C 10.91524 -24.45161 4.43738
N 10.87612 -23.02916 4.16540
O 10.03122 -22.66844 3.32777
O 11.72274 -22.29625 4.59826
H 9.86863 -24.75313 4.47969
H 11.26409 -24.67548 5.44549
H 11.49575 -24.89911 3.63062
```

Highest occupied orbital energy (eV): -10.4
Kohn-Sham gap (eV): 9.059
Calculated total energy (eV): -53329.614
Max |F| (eV/Å): 9.59

---

(4)
ORCA calculation (ωB97M-V/def2-TZVPD) on a cluster of 8 separate species, C8H24N8O16 in total.

Structure (XYZ):
```
56
C8H24N8O16 ωB97M-V/def2-TZVPD
C 4.24948 1.34490 -1.14171
N 4.78580 0.32982 -0.20429
O 4.17106 -0.71318 -0.13414
O 5.78593 0.60003 0.42694
H 4.72899 2.29479 -0.94190
H 3.18348 1.41564 -0.94404
H 4.38321 1.00797 -2.16242
C -3.85454 -1.37555 -1.11060
N -3.86090 -0.01680 -1.66933
O -4.90874 0.38724 -2.12617
O -2.83170 0.61978 -1.60134
H -2.99895 -1.90236 -1.51008
H -4.75956 -1.86612 -1.45534
H -3.79782 -1.37216 -0.02711
C -0.57464 -2.26993 -3.93124
N -1.07460 -1.22104 -4.83907
O -1.88815 -0.43721 -4.40530
O -0.58639 -1.17729 -5.95535
H -0.10021 -3.05833 -4.49791
H -1.39001 -2.63321 -3.31673
H 0.12074 -1.78296 -3.24936
C 1.61909 0.50939 -5.41556
N 1.79628 1.01380 -4.02239
O 1.48570 0.26686 -3.11604
O 2.31126 2.10601 -3.86908
H 1.84980 1.33542 -6.07537
H 0.61995 0.10194 -5.50152
H 2.36862 -0.26852 -5.53901
C -1.21124 -0.57274 4.60679
N -0.69344 -1.41250 5.69114
O -1.36322 -2.36204 6.02728
O 0.33805 -1.06744 6.23972
H -2.14713 -0.96098 4.23046
H -0.50308 -0.59071 3.77500
H -1.26835 0.46369 4.92487
C 2.65144 1.01903 5.13909
N 2.43552 0.15413 3.93693
O 1.70199 0.57980 3.04763
O 2.97715 -0.92339 3.92711
H 2.38309 0.38161 5.97597
H 1.99151 1.86625 5.03320
H 3.71460 1.22996 5.16150
C 0.87232 -0.46419 0.22905
N -0.35932 -1.30481 0.30139
O -0.78817 -1.57950 1.39497
O -0.79942 -1.74899 -0.74731
H 1.30712 -0.68437 -0.73889
H 1.52894 -0.86693 0.99003
H 0.59145 0.56727 0.39111
C -3.55059 2.75198 1.02812
N -3.28917 1.39909 1.56735
O -2.25464 0.85493 1.23593
O -4.12871 0.91748 2.29604
H -3.93308 3.36214 1.83897
H -4.36956 2.64702 0.31280
H -2.66725 3.10530 0.51918
```

Structure (SMILES): C[N+](=O)[O-].C[N+](=O)[O-].C[N+](=O)[O-].C[N+](=O)[O-].C[N+](=O)[O-].C[N+](=O)[O-].C[N+](=O)[O-].C[N+](=O)[O-]
Highest occupied orbital energy (eV): -11.0
Kohn-Sham gap (eV): 10.761
Calculated total energy (eV): -53343.621
Max |F| (eV/Å): 1.42

---

(5)
ORCA calculation (ωB97M-V/def2-TZVPD) on a cluster of 4 separate species, C8H24O4 in total.

Structure (XYZ):
```
36
C8H24O4 ωB97M-V/def2-TZVPD
C -12.59038 -5.88839 3.81562
C -12.56679 -6.05958 5.32637
O -13.72786 -6.83746 5.71708
H -11.81501 -5.22609 3.42935
H -13.53099 -5.45631 3.47418
H -12.51521 -6.88939 3.39077
H -12.60054 -5.14555 5.91215
H -11.71217 -6.68312 5.59902
H -13.51299 -7.77132 5.70854
C -17.63832 -4.09167 6.86771
C -16.42209 -4.73654 6.17894
O -15.56337 -5.24848 7.18600
H -17.96856 -3.20311 6.31687
H -17.36899 -3.80523 7.87617
H -18.50256 -4.74205 6.71685
H -15.88007 -3.95576 5.61793
H -16.73123 -5.44802 5.40587
H -14.95084 -5.86645 6.74451
C -7.62271 -6.48822 3.78438
C -7.77839 -6.80229 5.24294
O -8.72039 -5.85945 5.78459
H -7.27910 -5.44673 3.70270
H -8.56669 -6.44319 3.24004
H -6.88103 -7.04836 3.21528
H -6.83019 -6.77344 5.78181
H -8.21113 -7.79624 5.40135
H -9.38069 -6.32998 6.29384
C -14.13514 -5.90340 0.66289
C -14.57396 -5.65872 -0.74902
O -13.82132 -4.57300 -1.30138
H -13.10020 -6.25432 0.66220
H -14.71364 -6.71403 1.11275
H -14.29339 -5.03301 1.29610
H -15.63277 -5.36980 -0.72270
H -14.38609 -6.52055 -1.39619
H -14.09422 -4.39865 -2.20284
```

Structure (SMILES): CCO.CCO.CCO.CCO
Highest occupied orbital energy (eV): -9.5
Kohn-Sham gap (eV): 9.937
Calculated total energy (eV): -16873.620
Max |F| (eV/Å): 1.62

---

Copy entry 1 word for word.
ORCA calculation (ωB97M-V/def2-TZVPD) on a structure of composition C8H24N2O3Rb.

Structure (XYZ):
```
38
C8H24N2O3Rb ωB97M-V/def2-TZVPD
Rb -1.13079 2.18467 -2.31418
C 5.32441 -0.87950 -1.32219
C 3.91600 -1.11469 -1.80770
C 3.85695 -0.98311 -3.40509
O 2.51234 -0.81432 -3.91855
C 2.33700 -0.94224 -5.35648
N 3.27348 -2.34857 -1.33607
H 5.40062 -0.98084 -0.23959
H 5.71942 0.10951 -1.55440
H 6.08051 -1.62297 -1.57454
H 3.20716 -0.39770 -1.39349
H 4.27947 -1.89540 -3.82618
H 4.46764 -0.14134 -3.73157
H 3.01049 -0.25769 -5.87214
H 1.33964 -0.62343 -5.65935
H 2.44649 -1.97301 -5.69357
H 2.44506 -2.56880 -1.87022
H 3.88834 -3.10910 -1.58834
C -2.72701 -1.38990 2.58134
C -3.66332 -0.28097 2.94782
C -2.90884 0.80106 3.82571
O -2.28510 0.12249 5.02634
C -1.46369 0.96797 5.76445
N -3.99968 0.63035 1.85068
H -1.67656 -1.10288 2.53372
H -3.05861 -1.83202 1.64184
H -2.84634 -2.12498 3.37727
H -4.54883 -0.55140 3.52301
H -3.49341 1.67015 4.12750
H -2.06494 1.14557 3.22801
H -2.01391 1.63725 6.42584
H -0.66359 1.58531 5.35602
H -0.92765 0.33470 6.47136
H -4.75179 1.21045 2.19407
H -4.52552 0.21445 1.09529
O -4.65340 5.25508 -2.92324
H -4.71923 5.39463 -3.86792
H -5.38297 4.67130 -2.71548
```

Highest occupied orbital energy (eV): -11.5
Net charge: +1
Kohn-Sham gap (eV): 7.387
Calculated total energy (eV): -18455.665
Max |F| (eV/Å): 3.59